{"formula": "C5H10O2", "method": "ωB97M-V with the def2-TZVPD basis set", "e_homo_ev": -9.56, "homo_lumo_gap_ev": 10.350, "smiles": "C=C1C[C@]1(C)O.O", "de_lowest_kcal_mol": 77.5, "largest_force_ev_per_a": 1.3, "spin_multiplicity": 1, "total_energy_ev": -9439.6813, "elements": ["C", "C", "C", "C", "C", "O", "H", "H", "H", "H", "H", "H", "H", "H", "O", "H", "H"], "coordinates": [[-1.69494, -0.71650, -0.32179], [-0.57599, -0.19565, 0.17026], [0.21021, 0.08412, 1.38552], [0.87776, -0.02551, 0.00492], [1.62633, -1.26789, -0.39073], [1.46572, 1.12184, -0.51878], [-2.56774, -0.87289, 0.30575], [-1.74080, -1.04224, -1.35824], [0.25402, 1.07691, 1.83398], [0.25249, -0.73922, 2.09191], [2.66733, -1.20249, -0.06687], [1.15773, -2.15006, 0.05429], [1.60031, -1.36878, -1.48100], [0.74512, 1.74324, -0.72279], [-1.17898, 2.00355, -0.60037], [-1.69407, 1.15612, -0.63783], [-1.40450, 2.39545, 0.25178]], "nbo_charge": [-0.50, 0.05, -0.50, 0.22, -0.61, -0.71, 0.21, 0.22, 0.23, 0.22, 0.22, 0.21, 0.22, 0.50, -0.97, 0.50, 0.47]}